[1]
Density functional theory data (wB97M-V/def2-TZVPD) for a molecular structure, C30H19N9S2W at a distorted geometry.

charge = +2
calculated total energy = -68312.3111 eV
<S²> = 2.03
HOMO energy (spin up / spin down) = -13.176 / -13.449 eV
2S+1 = 3
maximum force = 1.92 eV/Å
Kohn-Sham gap (spin up / spin down) = 6.5 / 5.5 eV
energy relative to the best compared isomer or geometry (same formula, charge and spin) = 185.26 kJ/mol

Element x y z (Å)
1 W -0.06130 0.56200 0.05197
2 N 4.15572 0.39628 -1.56631
3 C 3.07795 0.77349 -0.90879
4 N 1.91640 0.16476 -0.97934
5 C 1.85700 -1.04464 -1.71155
6 N 0.85350 -1.81490 -1.54273
7 N -0.09636 -1.45403 -0.64195
8 C 0.20311 -1.59995 0.67371
9 C -1.03498 -1.57414 1.47655
10 C -1.52528 -2.50158 2.36783
11 C -2.81593 -2.30677 2.84523
12 C -3.54490 -1.20434 2.41947
13 C -2.95900 -0.29084 1.56137
14 N -1.71848 -0.47561 1.10786
15 C 2.95726 -1.40104 -2.59135
16 C 2.89667 -2.46936 -3.48507
17 C 4.01170 -2.80181 -4.22686
18 C 5.19916 -2.08636 -4.07638
19 C 5.27213 -1.01922 -3.20135
20 C 4.14522 -0.67690 -2.46834
21 H 5.01873 0.90539 -1.44125
22 H 3.16962 1.64680 -0.27811
23 H 1.06326 -2.18445 0.98036
24 H -0.92766 -3.35183 2.66612
25 H -3.25064 -3.01655 3.53613
26 H -4.55510 -1.03699 2.76396
27 H -3.47278 0.60954 1.25498
28 H 1.97157 -3.02135 -3.57801
29 H 3.96911 -3.62474 -4.92671
30 H 6.07479 -2.37011 -4.64368
31 H 6.19063 -0.45612 -3.08657
32 C 1.63835 4.57113 -1.08986
33 C 1.36339 3.38528 -0.41677
34 N 0.51914 2.46961 -0.87763
35 C -0.15661 2.74230 -2.02708
36 C 0.06512 3.91186 -2.77407
37 C 1.00355 4.83248 -2.28103
38 C -0.68199 4.12954 -3.97467
39 C -1.62225 3.24706 -4.37579
40 C -1.90519 2.07445 -3.60651
41 C -2.91064 1.15628 -3.95095
42 C -3.13014 0.06573 -3.14304
43 C -2.34575 -0.11483 -2.00878
44 N -1.38539 0.73317 -1.65154
45 C -1.16689 1.82276 -2.44015
46 H 2.33103 5.27966 -0.65861
47 H 1.81816 3.17991 0.54504
48 H 1.19580 5.74538 -2.83049
49 H -0.48403 5.02725 -4.54577
50 H -2.19288 3.41572 -5.27987
51 H -3.50208 1.31396 -4.84405
52 H -3.89853 -0.65743 -3.37508
53 H -2.48496 -0.98052 -1.37768
54 S 1.40635 0.87720 1.97405
55 C 0.39295 1.72052 3.11746
56 C 0.88372 1.76881 4.45551
57 N 1.31536 1.77587 5.52096
58 C -0.77482 2.31758 2.76774
59 S -1.39916 2.37669 1.14079
60 C -1.55622 3.01220 3.73806
61 N -2.21402 3.56110 4.50473

Cartesian forces, eV/Å:
W 0.1 1.5 1.1
N 0.0 0.0 0.0
C 0.0 0.3 0.1
N -0.5 -0.7 0.0
C -0.3 0.1 0.2
N 0.4 -0.5 -0.3
N 0.0 0.1 0.4
C -0.1 -1.5 -0.3
C -0.2 0.2 0.1
C 0.2 0.0 0.0
C 0.0 0.1 0.0
C 0.1 -0.1 0.0
C -0.1 0.2 0.1
N 0.4 -0.4 0.0
C 0.3 0.1 0.0
C 0.0 0.0 0.0
C 0.0 0.0 0.0
C 0.0 0.0 0.1
C 0.1 0.1 0.0
C -0.2 -0.3 -0.2
H 0.0 0.1 0.1
H 0.0 0.0 0.0
H 0.2 0.3 0.0
H 0.0 0.0 0.0
H 0.0 0.0 0.0
H 0.0 0.0 0.0
H 0.0 0.0 0.0
H 0.0 0.0 0.0
H 0.0 0.0 0.0
H 0.0 0.0 0.0
H 0.0 0.0 0.0
C 0.0 0.1 -0.2
C 0.0 -0.1 0.2
N 0.1 0.4 -0.4
C 0.1 0.2 -0.1
C 0.0 -0.2 0.2
C 0.0 -0.1 0.1
C -0.1 0.0 -0.1
C 0.0 0.1 -0.1
C 0.1 -0.1 0.3
C 0.0 -0.1 0.1
C 0.0 0.1 -0.2
C 0.1 -0.1 0.2
N -0.2 0.4 -0.6
C -0.2 0.0 -0.2
H 0.0 0.0 0.0
H 0.0 0.0 0.0
H 0.0 0.0 0.0
H 0.0 0.0 0.0
H 0.0 0.0 0.0
H 0.0 0.0 0.0
H 0.0 0.0 0.0
H 0.0 0.0 0.0
S -0.3 0.0 -0.4
C -0.3 0.1 -0.1
C 0.1 0.0 0.2
N 0.0 0.0 -0.1
C 0.3 -0.2 0.0
S 0.2 -0.2 -0.2
C -0.2 0.1 0.2
N 0.0 0.0 -0.1

Mulliken population analysis, charges in e, atoms 1 to 4: -0.34, 0.12, -0.26, -0.08

=====

[2]
Density functional theory data (wB97M-V/def2-TZVPD) for 2 unconnected molecules or ions with the total composition C4H14N2O at a distorted geometry.

calculated total energy = -9400.6799 eV
HOMO energy = -8.289 eV
maximum force = 5.73 eV/Å
SMILES = NCCCCN.O
Kohn-Sham gap = 8.9 eV
energy relative to the best compared isomer or geometry (same formula, charge and spin) = 282.41 kJ/mol

Element x y z (Å)
1 C -0.94011 0.78096 0.17930
2 C 0.45492 1.08368 0.70251
3 C 0.95915 -0.23122 1.32988
4 C 1.16565 -1.56728 0.48557
5 N 2.34680 -1.66738 -0.37634
6 N -1.88054 0.67866 1.28927
7 H -0.99060 -0.20685 -0.42764
8 H -1.22842 1.61557 -0.55713
9 H 0.59312 1.78875 1.51773
10 H 1.07954 1.24211 -0.24433
11 H 2.03417 -0.03848 1.96499
12 H 0.38926 -0.67550 2.21880
13 H 0.33263 -1.42818 -0.08351
14 H 1.23219 -2.43114 1.11847
15 H 2.31196 -1.47163 -1.36185
16 H 3.18933 -1.88630 0.11584
17 H -2.68456 1.16598 1.04722
18 H -2.04804 -0.31948 1.49670
19 H -2.22652 0.69457 -4.15400
20 H -2.06007 1.91701 -3.06746
21 O -2.02987 0.95614 -3.19401

Cartesian forces, eV/Å:
C -0.6 0.5 -1.3
C 1.2 -2.9 -1.6
C 4.0 -1.9 3.7
C 2.9 2.5 0.4
N -1.0 0.2 0.6
N 1.5 -1.4 0.4
H 0.5 1.8 0.6
H 0.1 -1.2 1.1
H -0.5 0.7 -0.6
H -0.3 0.3 1.5
H -2.5 -0.3 -1.9
H -0.1 1.3 -1.1
H -2.4 -1.2 -2.0
H -0.8 -0.3 0.5
H 0.3 0.0 0.4
H 0.3 0.1 -0.5
H -2.0 0.5 -0.1
H -0.3 1.1 -0.1
H 0.4 1.2 2.2
H -0.1 -0.5 -0.6
O -0.3 -0.7 -1.6

Mulliken population analysis, charges in e, atoms 1 to 4: -0.21, -0.39, -0.59, -0.63

=====

[3]
Density functional theory data (wB97M-V/def2-TZVPD) for a gas-phase ion, C8H10N3O2 (charge +1) at a distorted geometry.

charge = +1
calculated total energy = -17015.8875 eV
HOMO energy = -14.582 eV
maximum force = 3.87 eV/Å
SMILES = Cc1cc(C)[n+]2n1C(=O)N(C)C2=O
Kohn-Sham gap = 9.5 eV
energy relative to the best compared isomer or geometry (same formula, charge and spin) = 168.35 kJ/mol

Element x y z (Å)
1 C 2.04681 0.62978 0.06426
2 C 1.65775 -0.70762 0.27188
3 C 0.91582 1.43174 -0.07857
4 C -0.88363 -1.56991 0.23139
5 C -1.49960 0.65323 -0.24506
6 C 2.58321 -1.78195 0.35424
7 C 0.71764 2.85773 -0.22636
8 C -3.35526 -1.04210 -0.24857
9 N 0.29771 -0.72739 0.14238
10 N -0.10879 0.55148 -0.11629
11 N -1.90768 -0.78095 -0.04359
12 O -0.79864 -2.75877 0.37444
13 O -2.18525 1.57306 -0.54088
14 H 2.91459 1.07434 0.36440
15 H 2.78862 -2.20446 -0.64792
16 H 3.49735 -1.27945 0.73172
17 H 2.23509 -2.69157 1.03827
18 H 0.09085 3.35906 0.53841
19 H 1.58578 3.40249 -0.08503
20 H 0.20985 3.25555 -1.13051
21 H -3.79141 -1.26402 0.76571
22 H -3.53560 -0.01775 -0.74393
23 H -3.47523 -1.96251 -0.77041

Cartesian forces, eV/Å:
C -2.6 0.1 0.8
C -1.9 1.8 -1.2
C -0.2 -1.6 -0.6
C 1.4 -2.7 -0.5
C -0.7 -3.0 0.0
C 0.8 -3.1 1.8
C -2.2 1.8 0.1
C 1.1 1.4 1.5
N 0.7 1.3 -0.1
N -0.2 0.6 0.4
N -0.8 3.8 -0.4
O -0.2 0.8 0.3
O 0.6 -0.3 0.4
H 2.6 0.6 0.1
H -0.1 0.2 0.4
H -0.2 -1.0 -0.1
H 0.8 2.1 -1.4
H -0.1 -1.0 0.1
H 2.2 0.7 -0.2
H 0.5 -0.9 0.1
H 0.0 0.9 -1.0
H -1.4 -2.2 0.6
H -0.1 -0.2 -1.1

Mulliken population analysis, charges in e, atoms 1 to 4: -1.01, 0.81, 0.95, 0.49